No. 1
40
Properties=species:S:1:pos:R:3:forces:R:3 method="wB97M-V/def2-TZVPD" spin_multiplicity=1 e_tot_ha=-640.227136 smiles=CC(C)N[C@H]1C[C@@H]2[C@H](C[C@]1(C)O)C2(C)C total_charge=0 homo_ev=-8.281 orbital_gap_ev=9.1
O -0.345338 2.595636 -0.990245 -0.25 0.16 -1.58
N 1.026733 -0.115608 1.078696 -1.56 0.54 0.22
C -2.698194 -1.722473 -2.735332 0.72 -0.02 0.05
C -2.036228 0.438632 -1.348989 -0.18 -0.18 1.22
C 2.239646 0.061285 1.851001 0.59 -2.98 -0.08
C -1.807108 1.043900 0.085023 1.29 -0.11 0.34
C -0.061276 2.599510 1.487559 -1.66 -1.81 0.05
C -1.924627 -1.069337 -1.618531 1.67 1.39 -0.70
C -1.784855 -2.081111 -0.469373 -0.20 0.44 0.15
C 3.352203 -0.323137 0.911844 0.33 0.83 0.08
C 0.558945 -0.099068 -1.263460 1.17 0.63 -3.82
C -0.381257 1.738214 0.156364 -1.27 1.22 0.33
C 0.779706 0.830561 -0.055422 -0.85 -2.87 1.26
C -0.805683 -0.073667 -2.117502 -0.29 -0.01 1.56
C 2.251284 -0.951669 3.079073 -1.28 2.64 -0.11
H 1.558741 1.556124 -0.176210 1.08 -0.15 -0.31
H -2.496711 1.859525 0.449922 0.20 -1.28 -0.75
H 3.418392 0.426523 0.147322 -0.31 0.14 -1.00
H 2.366652 1.073457 2.122270 -0.21 1.15 0.71
H -1.787836 0.168114 0.749984 -0.28 0.61 0.40
H -1.026443 -1.844623 0.339771 -0.98 -0.30 -1.04
H -1.622072 -3.102136 -0.908981 0.03 0.91 0.64
H -0.847925 3.327627 1.758233 -0.13 -0.61 -0.33
H -0.050183 1.763570 2.316843 0.47 1.95 -1.37
H 3.092072 -1.291144 0.516532 0.52 -0.42 -0.30
H -0.919017 0.299577 -3.194478 1.02 -1.13 1.44
H 2.012636 -1.917442 2.687432 0.10 -0.79 -0.14
H -3.646725 -1.911094 -2.298089 -1.24 -0.71 -0.06
H 4.328640 -0.233739 1.329141 0.89 -0.65 0.71
H -2.790274 0.976634 -1.908419 0.06 -0.04 -0.29
H 1.381510 0.252635 -1.985895 -1.13 -0.74 0.61
H 0.861548 -1.159097 -1.059296 -0.56 0.97 -0.08
H 3.184977 -0.944122 3.670037 -0.47 0.00 -0.45
H 0.851553 -1.088379 0.760285 0.70 1.16 0.66
H -2.846161 -1.064799 -3.591911 0.14 -0.12 -0.06
H -0.572998 2.059108 -1.826187 0.47 1.10 2.15
H -2.181938 -2.682993 -3.021750 -0.67 1.00 0.07
H -2.823269 -2.039789 -0.035770 1.06 -0.45 0.08
H 0.813584 3.265041 1.405717 0.17 -0.97 -0.08
H 1.377295 -0.620243 3.702792 0.88 -0.54 -0.16



No. 2
44
Properties=species:S:1:pos:R:3:forces:R:3 method="wB97M-V/def2-TZVPD" spin_multiplicity=1 e_tot_ha=-1155.555646 smiles="CC(=O)O[C@H]1NC(=O)[C@@H]1[C@@H](C)O[Si](C)(C)C(C)(C)C" e_above_lowest_kcal_mol=5.3 total_charge=0 homo_ev=-9.393 orbital_gap_ev=10.0
Si 0.436254 1.105831 1.191453 1.33 0.22 1.04
O -0.681011 -1.580656 -3.089350 -0.69 -2.56 -0.57
O 0.504867 0.063282 -0.058828 0.36 -1.58 -1.30
O -1.416089 -3.240091 -1.721147 0.81 2.11 0.35
O -0.606226 -2.604339 2.510055 -1.60 -0.21 -2.06
N -1.928876 -2.317789 0.435045 -0.67 -0.10 0.84
C 2.114554 -1.432714 -1.039213 -1.39 0.69 -2.80
C -0.197935 2.839979 0.603440 1.19 0.41 0.86
C 0.084404 -2.365251 0.138155 2.73 0.05 -0.15
C -1.108490 -2.184208 -0.780115 -0.53 0.70 1.86
C -1.029004 3.443777 1.723772 -1.79 0.91 -1.18
C 1.126205 -1.228672 0.092233 1.33 -0.75 0.95
C -0.852857 -2.464787 1.320127 1.67 -0.22 0.34
C -0.450603 0.232161 2.559767 0.18 2.24 -0.13
C 2.159693 1.346299 1.860127 0.47 1.41 -1.46
C -0.951802 2.667770 -0.702629 -0.30 -0.05 -0.02
C -1.081475 -2.737360 -2.936000 0.83 1.60 -0.77
C 1.007849 3.839459 0.449131 -2.01 -0.15 -1.99
C -1.250198 -3.772550 -3.984251 1.22 -1.45 -0.67
H -1.688161 1.832017 -0.503538 0.29 1.18 -0.82
H -0.896980 -3.458052 -4.970235 0.05 0.24 0.37
H -2.653558 -2.991510 0.445867 -1.37 -0.30 0.14
H -0.552036 1.185144 3.177974 -0.85 -1.64 -0.03
H 0.064002 -0.565743 3.074909 0.29 0.23 0.08
H 2.798761 1.757335 1.023866 -0.48 -0.05 1.00
H -1.098655 -1.130406 -1.191136 -0.61 -1.73 0.22
H -0.264201 2.367867 -1.503356 -0.19 -0.27 0.18
H 1.639848 4.000915 1.257910 0.99 -0.29 1.77
H 2.604689 -0.444191 -1.144156 0.40 -0.92 -0.13
H -1.303878 -0.178618 2.040327 -1.01 0.32 0.75
H 2.672057 0.483715 2.196679 0.25 -1.13 0.44
H 0.596457 -3.356773 0.017026 -0.38 0.81 -0.01
H 2.116173 2.042063 2.698625 0.22 0.23 -0.06
H 1.583035 3.469404 -0.381066 0.61 0.23 -0.48
H -1.378189 3.640731 -1.059234 -0.22 -0.86 0.46
H -0.550310 3.256177 2.652110 0.38 0.41 1.09
H 1.818007 -1.271477 0.993744 -1.39 0.17 -0.35
H -2.029412 3.002429 1.778067 0.05 -0.24 0.10
H -0.696839 -4.743407 -3.724037 -0.84 1.45 -0.12
H 0.625449 4.865687 0.226117 0.01 -0.76 -0.25
H -1.251321 4.551386 1.544017 0.65 -1.27 0.37
H 2.739791 -2.332066 -1.134719 0.20 0.48 1.18
H -2.290407 -4.010249 -4.092778 -0.63 -0.24 0.11
H 1.516420 -1.582519 -1.994753 0.43 0.67 0.85



No. 3
48
Properties=species:S:1:pos:R:3:forces:R:3 method="wB97M-V/def2-TZVPD" spin_multiplicity=1 e_tot_ha=-1719.859625 total_charge=-1 homo_ev=-5.118 orbital_gap_ev=7.8
Cl -1.326165 -2.434137 -0.574902 0.08 -0.10 -0.07
Al -1.220215 0.052351 1.474025 0.03 -0.18 -0.28
O 2.012505 -1.690729 -6.180443 -0.01 0.02 0.03
O 2.711814 -0.610682 -3.666454 -0.01 -0.09 -0.18
O 0.396358 0.463115 2.251057 -0.03 0.15 -0.20
O -2.730042 2.299753 2.505316 0.09 0.08 -0.05
O -0.797151 0.898456 -0.053607 0.17 0.00 0.27
O 2.115405 1.991695 1.911200 -0.04 -0.63 0.23
N 2.613863 4.294550 1.372482 0.16 0.61 -0.06
C -2.605704 0.865685 2.685737 -0.14 -0.10 0.11
C 2.722087 -0.379524 0.095421 0.10 -0.23 -0.28
C 0.583685 1.217399 0.008321 -0.02 -0.07 -0.35
C -1.955827 3.035671 3.414620 0.08 -0.04 -0.09
C 2.516901 -1.609994 0.995485 -0.09 0.04 -0.04
C -4.106270 -1.731855 0.746062 -0.08 -0.06 -0.03
C 1.440333 0.089760 -0.624679 0.39 -0.01 0.22
C 0.745128 1.531510 1.498934 -0.50 -0.20 0.03
C 1.402437 -0.428061 -4.210009 0.04 0.06 0.03
C 1.457269 -0.468439 -5.720630 0.08 -0.07 -0.03
C -1.572004 -1.935485 1.161012 -0.22 0.24 0.33
C 2.361016 3.201969 1.635345 0.02 -0.01 -0.16
C -2.985806 -2.354009 1.577063 0.07 -0.22 -0.18
H -1.719846 4.004296 2.964712 -0.10 -0.02 0.06
H 0.813378 -0.790116 -0.790864 -0.12 0.18 0.06
H -2.500470 3.197082 4.357148 0.08 -0.02 0.02
H 1.498827 -1.643265 1.384835 0.09 0.04 0.06
H -1.006264 2.531961 3.641130 -0.07 0.03 0.02
H -0.859529 -2.559607 1.707751 -0.01 0.05 -0.01
H -2.336207 0.673912 3.739452 -0.04 -0.06 -0.07
H 0.454989 -0.382488 -6.142012 -0.01 0.01 0.00
H 0.086032 2.399157 1.679826 0.31 0.15 0.09
H 2.687122 -2.527384 0.422923 -0.06 0.04 0.07
H -4.020857 -0.644983 0.674005 0.03 -0.05 0.03
H 3.430855 -0.670782 -0.689615 0.02 0.11 0.09
H -3.106108 -2.093653 2.637053 0.00 0.02 -0.08
H 0.961344 0.510211 -3.861771 -0.04 -0.02 0.00
H 3.196733 -1.612334 1.851022 0.00 -0.01 -0.06
H -3.085688 -3.446848 1.499133 -0.01 0.07 0.13
H -5.082774 -1.969465 1.179501 0.05 0.05 -0.01
H 2.722837 -1.905655 -5.562376 0.00 -0.01 -0.01
H 0.799164 -1.252733 -3.832731 0.01 0.00 0.05
H 0.784612 2.138279 -0.561990 -0.16 0.02 0.12
H 3.221912 0.186299 -3.845256 0.01 0.01 0.07
H 3.194335 0.431960 0.645451 -0.07 -0.02 0.01
H 2.058972 0.375273 -6.088552 -0.05 0.04 0.00
H 1.736331 0.430071 -1.618851 -0.11 0.04 0.05
H -4.092028 -2.131708 -0.270432 0.04 0.06 0.07
H -3.617301 0.453501 2.579165 0.04 0.07 -0.03